(1)
# C34H39N11O6Rb

C34H39N11O6Rb as an isolated structure in a non-equilibrium geometry (ωB97M-V/def2-TZVPD, OMol25).

Cartesian coordinates (Å):
Rb: -0.5808 -0.2103 -0.3334
O: -1.6829 1.9649 4.4264
C: -1.6099 1.2249 3.2934
O: -0.6910 0.4820 2.9775
C: -2.8620 1.4526 2.5025
C: -3.9920 1.9634 3.1757
C: -5.1644 2.0103 2.5156
C: -5.2001 1.6961 1.1475
C: -4.0317 1.2725 0.5289
N: -2.8910 1.0833 1.1964
C: -4.0273 1.0513 -0.9292
O: -4.9771 1.7356 -1.6467
O: -3.1465 0.4129 -1.4723
H: -0.7391 1.9402 4.6939
H: -3.8992 2.2110 4.2393
H: -6.1105 2.2348 3.0083
H: -6.1032 1.6521 0.5366
H: -5.5114 2.3007 -1.0361
C: -3.5281 -3.3375 2.9340
N: -3.3351 -4.0114 1.6760
C: -3.9832 -5.2817 1.5167
C: -2.6039 -3.3911 0.7009
N: -2.3488 -2.1438 0.6360
N: -2.0658 -4.3056 -0.2234
C: -1.2065 -4.0715 -1.3600
N: -1.2634 -5.1838 -2.1385
N: -0.5106 -2.9882 -1.5761
H: -3.7792 -4.0829 3.6894
H: -4.3605 -2.6275 2.8709
H: -2.6250 -2.7581 3.2225
H: -3.8722 -5.8385 2.4492
H: -3.5447 -5.8704 0.6964
H: -5.0574 -5.2006 1.2643
H: -2.8812 -1.5866 1.3084
H: -2.1176 -5.2794 0.0315
H: -2.0964 -5.7569 -2.0980
H: -0.7632 -5.1579 -3.0119
H: -0.1207 -3.0915 -2.5286
O: 4.7428 0.8322 -6.0741
C: 5.1422 0.3565 -4.8138
C: 3.8632 0.1741 -4.0087
C: 3.6609 -0.9044 -3.1463
C: 2.4413 -0.9950 -2.4839
N: 1.4710 -0.0723 -2.5510
C: 1.7106 1.0614 -3.2537
C: 2.8865 1.1769 -4.0514
C: 0.7342 2.1312 -3.2300
C: 0.7589 3.1776 -4.1765
C: -0.2008 4.1930 -4.1119
C: -0.2216 5.3897 -5.0783
O: 1.0103 6.1394 -5.0517
C: -1.1727 4.1080 -3.0967
C: -1.0735 3.0680 -2.1963
N: -0.1557 2.1066 -2.2200
H: 5.5062 0.8583 -6.6993
H: 5.7911 1.0794 -4.2772
H: 5.6348 -0.6238 -4.8799
H: 4.4190 -1.6924 -3.0588
H: 2.2565 -1.8620 -1.8292
H: 3.0645 2.0494 -4.6550
H: 1.5520 3.2211 -4.9391
H: -1.0762 6.0394 -4.8342
H: -0.3445 5.0194 -6.1045
H: 1.0014 6.7082 -4.2825
H: -1.9749 4.8533 -3.0099
H: -1.7687 3.0342 -1.3583
N: 3.7312 -4.2980 4.0942
C: 3.0119 -3.5357 3.2338
C: 1.6124 -3.6888 3.0879
C: 0.9912 -2.9095 2.1119
N: 1.5881 -1.9713 1.3507
C: 2.8961 -1.8107 1.5613
C: 3.6762 -2.5595 2.4604
H: 3.2880 -5.0891 4.5660
H: 4.7219 -4.2781 3.9816
H: 1.0661 -4.3979 3.6815
H: -0.0768 -3.0807 1.8972
H: 3.3198 -0.9410 1.0298
H: 4.7596 -2.4244 2.5021
N: 0.4997 2.1384 1.4105
C: 1.4879 2.4478 2.1914
C: 1.8753 1.8847 3.4595
C: 2.9371 2.4125 4.1458
C: 3.6808 3.5129 3.6919
C: 3.3248 4.0842 2.4504
C: 2.2741 3.5824 1.7239
H: 1.3403 1.0019 3.7723
H: 3.2784 1.8925 5.0549
H: 4.4712 3.9463 4.3221
H: 3.8989 4.9433 2.0442
H: 1.9704 3.9971 0.7630

Its charge is -1. The multiplicity is 1. For the gap between HOMO and LUMO (alpha / beta), the calculation gives 3.58 / 2.76 eV.


(2)
# C21H39N4O3S

An isolated ion of composition C21H39N4O3S and charge +1 (ωB97M-V/def2-TZVPD, OMol25).

Cartesian coordinates (Å):
C: 3.1660 2.6764 1.5663
C: 4.2593 2.0419 0.7243
N: 3.7223 0.9487 -0.1150
H: 2.7452 1.1908 -0.3774
C: 4.4924 0.7315 -1.3516
C: 3.7718 -0.2033 -2.3065
H: 2.7465 0.1251 -2.4651
H: 3.7712 -1.2228 -1.9354
H: 4.2829 -0.1949 -3.2653
H: 5.4643 0.3178 -1.0745
H: 4.6423 1.7001 -1.8365
S: 3.7226 -0.6698 0.9313
O: 3.5826 -0.2015 2.2625
O: 4.9068 -1.3337 0.5211
C: 2.2248 -1.3780 0.2996
C: 1.1718 -0.4898 0.3476
C: 0.0517 -0.7091 -0.4443
C: -0.0902 -1.9353 -1.1169
C: 0.9380 -2.8675 -1.0169
C: 2.1356 -2.5762 -0.3769
H: 2.9712 -3.2559 -0.4050
H: 0.8302 -3.8173 -1.5172
C: -1.3001 -2.2063 -1.9450
H: -1.3910 -1.4630 -2.7361
H: -2.1993 -2.1520 -1.3338
H: -1.2463 -3.1909 -2.3988
N: -0.7734 0.3933 -0.6676
C: -0.2230 1.6026 -0.9251
O: 0.9819 1.8266 -0.8873
C: -1.2401 2.6546 -1.3238
N: -2.5810 2.1753 -1.0831
H: -3.2418 2.5855 -1.7323
C: -3.0534 2.3699 0.2810
H: -3.2958 3.4223 0.4925
C: -4.2952 1.5040 0.5217
N: -3.9601 0.0890 0.4893
C: -4.8396 -0.7404 -0.3326
H: -4.5247 -1.7737 -0.1594
C: -6.3455 -0.6551 -0.0441
H: -6.8748 -1.2890 -0.7512
H: -6.7148 0.3604 -0.1622
H: -6.5886 -0.9919 0.9573
C: -4.6093 -0.4178 -1.8159
H: -4.9609 -1.2411 -2.4319
H: -5.1577 0.4731 -2.1094
H: -3.5565 -0.2476 -2.0205
C: -3.5586 -0.4238 1.8005
C: -4.6967 -0.7248 2.7852
H: -5.2067 -1.6468 2.5197
H: -5.4198 0.0864 2.8113
H: -4.2872 -0.8434 3.7853
C: -2.6599 -1.6568 1.6824
H: -1.8162 -1.4660 1.0262
H: -3.2099 -2.5178 1.3120
H: -2.2753 -1.9105 2.6667
H: -2.9487 0.3766 2.2376
H: -4.7484 1.8026 1.4755
H: -5.0125 1.7261 -0.2672
H: -2.2547 2.0672 0.9626
H: -1.0937 2.8426 -2.3918
H: -0.9921 3.5897 -0.7968
H: -1.7926 0.3400 -0.7562
H: 1.2388 0.3875 0.9678
H: 5.0446 1.6253 1.3587
H: 4.7030 2.7970 0.0704
H: 3.5628 3.5520 2.0718
H: 2.3389 2.9917 0.9329
H: 2.8092 1.9833 2.3223

Its charge is +1. The multiplicity is 1. For the gap between HOMO and LUMO, the calculation gives 7.76 eV.


(3)
# C21H30BrN5O2Se4Tc

C21H30BrN5O2Se4Tc as an isolated structure in a non-equilibrium geometry (ωB97M-V/def2-TZVPD, OMol25).

Cartesian coordinates (Å):
Tc: -0.4244 1.0187 0.6145
Se: -1.7607 -0.4660 2.7426
Se: -2.3267 0.6299 4.7034
Se: -1.6054 2.8950 4.4135
Se: -0.6991 3.2015 2.2678
C: -3.8409 0.2759 0.0030
C: -5.0711 -0.4301 -0.6116
N: -4.6817 -1.4508 -1.5934
C: -3.8972 -0.7930 -2.6401
C: -2.6585 -0.0732 -2.0547
N: -2.5793 -0.2459 -0.5852
C: -2.5486 -1.7053 -0.3404
C: -3.8027 -2.4047 -0.9202
H: -3.7864 0.1254 1.0786
H: -3.8500 1.3490 -0.1805
H: -5.7277 0.2867 -1.1120
H: -5.6601 -0.9244 0.1661
H: -4.5487 -0.0769 -3.1487
H: -3.6100 -1.5493 -3.3776
H: -2.6825 0.9887 -2.2640
H: -1.7369 -0.4738 -2.4890
H: -2.4864 -1.8540 0.7393
H: -1.6502 -2.1191 -0.7936
H: -4.3724 -2.9002 -0.1298
H: -3.5156 -3.1711 -1.6466
N: 0.4298 -3.7615 2.7837
C: 1.0122 -4.1540 1.6307
O: 1.5076 -5.2658 1.4868
C: 1.0041 -3.1604 0.5072
C: 1.4494 -3.5271 -0.7567
C: 1.3882 -2.5906 -1.7718
C: 0.8669 -1.3289 -1.5010
N: 0.4495 -0.9746 -0.2916
C: 0.5462 -1.8699 0.6928
H: 0.4151 -4.4277 3.5350
H: -0.0549 -2.8797 2.9109
H: 1.8249 -4.5302 -0.9124
H: 1.7285 -2.8204 -2.7727
H: 0.7979 -0.5716 -2.2718
H: 0.2244 -1.4998 1.6576
O: 0.8732 0.6557 1.6418
Br: -1.8214 3.0220 -0.7991
C: 4.5140 2.6892 2.6482
N: 4.0200 2.2215 1.3706
C: 3.9369 0.7697 1.3679
C: 2.7048 2.8259 1.0891
C: 2.2722 2.5858 -0.3423
C: 3.1606 3.0663 -1.3145
C: 2.9265 2.9223 -2.6680
C: 1.7563 2.2836 -3.0659
C: 0.8711 1.8285 -2.1039
C: 1.0808 1.9467 -0.7176
H: 5.4951 2.2488 2.8496
H: 3.8444 2.4319 3.4873
H: 4.6217 3.7762 2.6280
H: 4.9361 0.3506 1.5223
H: 3.5581 0.4302 0.4026
H: 3.2568 0.3856 2.1416
H: 2.8163 3.9044 1.2449
H: 1.9441 2.4784 1.7887
H: 4.0682 3.5536 -0.9715
H: 3.6342 3.3055 -3.3957
H: 1.5197 2.1616 -4.1189
H: -0.0563 1.3853 -2.4533

Its charge is -2. The multiplicity is 2. For the gap between HOMO and LUMO (alpha / beta), the calculation gives 4.59 / 4.59 eV.


(4)
# C3H8N2S3

One molecule with the formula C3H8N2S3 in a non-equilibrium geometry (ωB97M-V/def2-TZVPD, OMol25).

Cartesian coordinates (Å):
C: 1.5123 0.5638 0.6918
C: 1.1123 -0.6983 -0.0897
C: 1.0736 1.8157 -0.1413
N: 0.2287 -0.2822 -1.1283
N: -4.3258 -0.5076 -0.5958
S: -2.9177 -0.7102 0.1880
S: -2.0286 1.2262 0.7158
S: -0.3846 1.0892 -1.0704
H: 0.8315 0.5920 1.6980
H: 2.5642 0.6448 1.0968
H: 2.1259 -1.1762 -0.4746
H: 0.6656 -1.3959 0.6392
H: 0.6966 2.5380 0.4736
H: 1.7896 2.3013 -0.9365
H: -4.4025 -0.7233 -1.5844
H: -5.1636 -0.7623 -0.0612

The multiplicity is 1. For the gap between HOMO and LUMO, the calculation gives 8.25 eV.


(5)
# C6H11N2S

An isolated ion of composition C6H11N2S and charge +1 in a non-equilibrium geometry (ωB97M-V/def2-TZVPD, OMol25).

Cartesian coordinates (Å):
C: -0.8093 -1.5837 0.0101
C: -2.5597 0.1261 0.7323
C: 0.0792 0.5190 -0.0053
C: -1.2574 1.0435 0.6112
C: 1.1400 1.5120 -0.2970
C: 1.4832 -1.2144 -0.7652
N: 0.3003 -0.7939 -0.1400
N: -1.9867 -1.2595 0.6276
S: -3.5532 0.3542 -0.7113
H: -0.6442 -2.6276 -0.3575
H: -0.8214 1.4717 1.6263
H: -3.2044 0.4163 1.5196
H: -1.6851 2.0089 0.2065
H: 2.0945 1.3634 0.2575
H: 0.9085 2.5590 -0.2783
H: 1.3997 1.4966 -1.3389
H: 1.4783 -0.9012 -1.7268
H: 2.2807 -1.0125 -0.1147
H: 1.3738 -2.2522 -0.7322
H: -2.5631 -2.0453 0.8637

Its charge is +1. The multiplicity is 1. For the gap between HOMO and LUMO, the calculation gives 5.48 eV.


(6)
# CH4F2N2

A 2-piece molecular cluster, CH4F2N2 overall in a non-equilibrium geometry (ωB97M-V/def2-TZVPD, OMol25).

Cartesian coordinates (Å):
C: -0.1055 0.3114 -0.0202
N: 0.4600 0.2047 1.2045
N: 0.4877 0.1838 -1.2453
F: -1.1377 1.1602 -0.0014
F: -1.1701 -1.3896 0.1808
H: 0.7290 -0.6994 1.4012
H: -0.2235 0.5611 1.8640
H: -0.0890 0.2288 -2.0679
H: 1.0490 -0.5610 -1.3157

The multiplicity is 1. For the gap between HOMO and LUMO, the calculation gives 10.83 eV.


(7)
# BF4H12O6

A 7-piece molecular cluster, BF4H12O6 overall in a non-equilibrium geometry (ωB97M-V/def2-TZVPD, OMol25).

Cartesian coordinates (Å):
B: 0.0038 0.4574 -0.3177
F: 0.8485 -0.4187 -0.9864
F: -0.4539 -0.0794 0.8533
F: 0.5298 1.7139 -0.0053
F: -1.0690 0.6512 -1.2005
O: -2.9267 -1.1236 -0.2165
H: -3.8278 -0.8065 -0.2775
H: -2.3882 -0.3452 -0.3589
O: 1.4346 0.6704 -3.2249
H: 2.2812 0.7099 -2.7800
H: 0.7919 0.6447 -2.5161
O: 3.6282 1.2329 1.2355
H: 3.7429 0.3174 1.4904
H: 3.1397 1.1936 0.4132
O: 0.5149 -1.3077 3.1311
H: 0.5987 -0.8683 2.2848
H: -0.4275 -1.4300 3.2457
O: -0.4621 -2.7087 -1.8490
H: 0.2990 -2.1295 -1.8864
H: -1.1393 -2.1876 -1.4177
O: -1.7330 2.2992 1.6070
H: -1.2221 2.0092 0.8513
H: -2.1638 1.5056 1.9244

The multiplicity is 2. For the gap between HOMO and LUMO (alpha / beta), the calculation gives 11.10 / 2.50 eV.


(8)
# C20H19BeOP

C20H19BeOP as an isolated structure in a non-equilibrium geometry (ωB97M-V/def2-TZVPD, OMol25).

Cartesian coordinates (Å):
Be: -0.5555 0.9042 -1.8070
C: -0.7242 -0.1151 -4.8425
H: 0.3622 -0.0096 -4.9450
H: -0.9718 -1.1433 -5.1350
H: -1.2308 0.5811 -5.5246
H: -1.0341 0.0745 -3.7871
H: -3.2033 0.4952 -1.5778
O: -1.7899 -0.8701 -0.8627
C: -2.2284 0.3170 -1.0749
C: -1.6993 1.5224 -0.4355
C: -2.6189 2.5586 -0.1692
C: -2.1506 3.7981 0.2090
C: -0.7638 4.0132 0.3122
C: 0.1617 2.9879 0.1696
C: -0.2843 1.6890 -0.2175
P: 1.0333 0.2259 -0.1632
C: 0.9311 0.1084 1.6351
C: 2.1597 0.2608 2.3139
C: 2.1813 0.4056 3.7065
C: 0.9756 0.4233 4.4311
C: -0.2437 0.2514 3.7598
C: -0.2639 0.0747 2.3698
C: 0.9566 -1.6107 -0.4430
C: 0.2684 -2.5100 0.3775
C: 0.4477 -3.8821 0.1954
C: 1.3190 -4.3435 -0.7995
C: 1.9888 -3.4545 -1.6491
C: 1.8403 -2.0859 -1.4307
H: -3.6830 2.3457 -0.3161
H: -2.8545 4.5902 0.4755
H: -0.4310 5.0133 0.5691
H: 1.2338 3.1156 0.3445
H: 3.0818 0.2901 1.7224
H: 3.1280 0.5082 4.2540
H: 0.9861 0.5886 5.5153
H: -1.1862 0.2681 4.3210
H: -1.2142 -0.0460 1.8476
H: -0.3962 -2.1602 1.1645
H: -0.0803 -4.5978 0.8299
H: 1.5012 -5.4087 -0.9060
H: 2.6421 -3.8260 -2.4453
H: 2.4091 -1.3475 -1.9922

The multiplicity is 1. For the gap between HOMO and LUMO (alpha / beta), the calculation gives 6.37 / 5.30 eV.


(9)
# C15H29ClF10K2N4NaO5

C15H29ClF10K2N4NaO5 as an isolated structure in a non-equilibrium geometry (ωB97M-V/def2-TZVPD, OMol25).

Cartesian coordinates (Å):
N: 4.4350 -0.7283 3.7676
C: 4.3440 -0.1936 2.6405
N: 4.3136 -1.0726 1.5095
N: 4.3065 1.2586 2.5390
C: 3.0836 1.7700 1.9055
C: 1.8184 1.5080 2.6699
C: 0.8385 0.8169 1.6453
C: -0.3119 -0.0910 2.3328
N: -0.0580 -1.4496 2.1792
H: 4.4725 -0.0022 4.4700
H: 3.6884 -0.7653 0.7785
H: 5.2588 -1.1192 1.1492
H: 5.0818 1.5627 1.9620
H: 2.9603 1.2562 0.9710
H: 3.1905 2.8087 1.6412
H: 1.3595 2.4579 2.9926
H: 1.9525 0.9359 3.5731
H: 0.3526 1.6621 1.0958
H: 1.3309 0.1927 0.9231
H: -0.5461 0.2232 3.4210
H: -1.2677 0.1050 1.7325
H: 0.7907 -1.6893 2.6800
O: -0.5070 3.8915 1.1393
H: -0.4733 4.1653 0.2089
H: -0.9356 4.6315 1.6039
O: -0.4371 1.8269 -1.7843
C: -0.0227 2.8542 -2.2360
O: 0.4092 3.8595 -1.4240
C: 0.8374 4.9932 -2.2229
C: 1.1446 4.3721 -3.5690
C: 0.1426 3.2314 -3.6725
H: 0.0387 5.7420 -2.2557
H: 1.7102 5.4360 -1.7496
H: 1.0837 5.0799 -4.3949
H: 2.1706 3.9126 -3.5065
H: -0.8211 3.5235 -4.0994
H: 0.5611 2.3917 -4.2217
K: 3.0357 0.9016 -0.9491
K: -1.2224 2.2842 2.2639
F: 0.4944 4.3524 4.6199
Cl: 3.4238 2.2780 -3.6241
Na: 0.2842 2.9553 5.8868
C: -4.2022 1.3048 -2.2209
O: -3.6101 1.1902 -0.9344
H: -5.2616 1.0854 -2.1188
H: -4.0858 2.3185 -2.6195
H: -3.7567 0.5911 -2.9185
H: -2.6734 1.3832 -1.0343
C: -1.4063 -4.3365 0.1047
C: -0.6305 -5.4934 -0.5482
C: -0.2591 -5.3703 -2.0279
F: -1.3392 -5.2716 -2.8267
F: 0.4196 -6.4855 -2.4102
F: -1.2864 -6.6626 -0.3388
F: 0.5524 -5.5894 0.1156
O: -2.8272 -4.4724 0.2194
C: -3.6893 -4.1600 -0.7825
C: -4.4604 -5.3873 -1.2830
F: -3.6340 -6.3545 -1.7162
F: -5.2554 -5.0256 -2.3239
F: -3.0863 -3.5064 -1.7940
F: -4.6195 -3.3187 -0.2691
H: -1.0685 -4.2923 1.1380
H: -1.1255 -3.3716 -0.3133
H: 0.3858 -4.5029 -2.1864
H: -5.0804 -5.7905 -0.4806
F: -0.3113 -0.6110 4.9772

Its charge is -1. The multiplicity is 1. For the gap between HOMO and LUMO, the calculation gives 3.14 eV.


(10)
# C39H31F3IrN4O3Sb

C39H31F3IrN4O3Sb as an isolated structure (ωB97M-V/def2-TZVPD, OMol25).

Cartesian coordinates (Å):
Ir: 2.0170 1.1301 0.7162
C: 4.6160 4.4584 0.6533
C: 4.0955 3.0968 1.0182
O: 3.2914 2.5925 0.1472
C: 4.5151 2.4950 2.1969
C: 4.1374 1.2330 2.7191
C: 4.8481 0.6936 3.9232
N: 3.1795 0.5216 2.1743
N: 2.8799 -0.7276 2.7133
C: 1.8372 -1.2270 2.1308
O: 1.1568 -0.6216 1.1772
C: 1.3635 -2.5772 2.5187
C: 1.8547 -3.2045 3.6617
C: 1.4168 -4.4737 3.9998
C: 0.4908 -5.1305 3.1987
C: 0.0015 -4.5095 2.0597
C: 0.4329 -3.2355 1.7217
H: 3.9848 5.2133 1.1300
H: 4.5501 4.5940 -0.4237
H: 5.6391 4.6157 0.9902
H: 5.2436 3.0412 2.7795
H: 5.5270 1.4403 4.3272
H: 5.4131 -0.2015 3.6614
H: 4.1289 0.3887 4.6832
H: 2.5784 -2.6864 4.2756
H: 1.7992 -4.9552 4.8906
H: 0.1557 -6.1255 3.4620
H: -0.7157 -5.0186 1.4276
H: 0.0651 -2.7503 0.8280
O: 1.0034 1.5401 -1.0140
C: 0.3447 2.6223 -1.2959
C: -0.1495 2.7612 -2.6163
C: -0.8870 3.8483 -3.0036
C: -1.1849 4.8724 -2.0961
C: -0.7190 4.7629 -0.8107
C: 0.0463 3.6619 -0.3834
C: 0.4697 3.5960 0.9990
N: 1.0646 2.5830 1.6297
C: 1.2317 2.9253 2.9595
C: 0.7165 4.1574 3.1470
N: 0.2513 4.5659 1.9154
H: 0.0762 1.9642 -3.3111
H: -1.2496 3.9074 -4.0228
H: -1.7746 5.7263 -2.3982
H: -0.9740 5.5497 -0.1095
H: 1.6704 2.2410 3.6609
H: 0.6311 4.7660 4.0279
H: -0.2003 5.4389 1.7141
F: 1.2873 -5.5358 -3.6028
C: 0.6701 -4.4896 -3.0172
C: -0.7119 -4.4636 -2.9942
C: -1.3406 -3.3851 -2.3910
C: -0.6031 -2.3525 -1.8120
C: 0.7874 -2.4179 -1.8619
C: 1.4391 -3.4864 -2.4665
Sb: -1.5021 -0.6162 -0.9439
C: -2.3841 0.0008 -2.8182
C: -1.6621 -0.2178 -3.9912
C: -2.0885 0.2817 -5.2146
C: -3.2590 1.0111 -5.2514
F: -3.6843 1.5066 -6.4337
C: -4.0089 1.2512 -4.1190
C: -3.5566 0.7456 -2.9071
C: -3.2154 -1.6252 -0.1058
C: -4.3863 -0.9239 0.1799
C: -5.4437 -1.5115 0.8609
C: -5.3066 -2.8177 1.2836
F: -6.3247 -3.3969 1.9544
C: -4.1583 -3.5453 1.0523
C: -3.1204 -2.9362 0.3594
H: -1.2712 -5.2708 -3.4478
H: -2.4237 -3.3491 -2.3816
H: 1.3823 -1.6293 -1.4138
H: 2.5180 -3.5498 -2.5100
H: -0.7435 -0.7940 -3.9668
H: -1.5315 0.1100 -6.1260
H: -4.9228 1.8255 -4.1909
H: -4.1480 0.9577 -2.0255
H: -4.4952 0.1134 -0.1136
H: -6.3560 -0.9708 1.0737
H: -4.0834 -4.5627 1.4122
H: -2.2226 -3.5151 0.1765

The multiplicity is 1. For the gap between HOMO and LUMO, the calculation gives 7.10 eV.


no.,DFT total energy (Ha)
1,-2396.81928
2,-1666.29696
3,-13503.08090
4,-1423.08254
5,-742.53325
6,-349.71273
7,-882.99325
8,-1204.67490
9,-4005.14241
10,-2593.69472